The following is a quantum chemistry calculation of a molecular structure, C14H30F6KO12P2 in a non-equilibrium geometry, from the OMol25 dataset.

The geometry in XYZ format:
```
65
Properties=species:S:1:pos:R:3:lowdin_charge:R:1
K 0.45 -0.90 -0.42 0.778
C -2.49 -3.07 -0.41 -0.470
O -2.64 -4.44 -0.67 -0.082
O -1.33 -2.94 0.38 -0.299
C -2.75 -2.05 -1.61 -0.510
F -2.36 -0.81 -1.49 0.131
F -2.05 -2.53 -2.73 0.075
F -4.09 -2.04 -1.84 0.102
C -2.93 -5.27 0.43 -0.315
C -2.76 -6.70 0.08 -0.094
H -1.75 -7.09 -0.04 0.078
H -3.38 -7.24 0.80 0.071
H -3.15 -6.83 -0.93 0.069
H -3.95 -5.01 0.74 0.109
H -2.46 -5.19 1.41 0.114
H -3.29 -2.81 0.29 0.115
C 3.80 -2.07 0.37 -0.450
O 3.30 -0.72 0.42 -0.178
O 2.76 -2.77 -0.25 -0.260
C 5.27 -2.04 -0.24 -0.540
F 5.74 -3.32 -0.39 0.095
F 5.37 -1.42 -1.46 0.092
F 6.12 -1.32 0.44 0.143
C 3.25 -0.07 1.69 -0.263
C 3.43 1.45 1.54 -0.083
H 4.26 1.83 0.94 0.076
H 2.49 1.89 1.20 0.052
H 3.50 1.81 2.57 0.065
H 4.06 -0.29 2.38 0.111
H 2.27 -0.25 2.13 0.109
H 3.92 -2.34 1.42 0.126
C -0.93 4.08 2.39 -0.136
O -1.83 3.05 2.62 -0.232
P -1.75 1.50 1.99 0.509
O -0.44 1.19 1.34 -0.287
O -1.96 0.55 3.29 -0.223
C -0.94 0.17 4.15 -0.113
O -3.04 1.25 1.09 -0.203
C -4.35 1.76 1.51 -0.062
H -1.43 5.01 2.12 0.081
H -0.19 3.96 1.59 0.087
H -0.45 4.30 3.34 0.088
H 0.02 0.64 3.95 0.092
H -1.05 -0.90 3.96 0.105
H -1.23 0.17 5.20 0.084
H -4.95 2.00 0.63 0.083
H -4.31 2.71 2.05 0.084
H -4.89 0.91 1.94 0.096
C 0.86 3.70 -4.92 -0.130
O 0.48 2.41 -4.51 -0.196
P 0.77 1.95 -3.01 0.461
O 0.53 0.52 -2.62 -0.298
O 2.34 2.38 -2.95 -0.210
C 3.20 1.51 -2.20 -0.094
O 0.13 3.06 -2.04 -0.191
C -1.21 2.73 -1.70 -0.110
H -0.05 3.96 -5.47 0.083
H 1.52 3.77 -5.78 0.094
H 0.92 4.49 -4.17 0.095
H 3.42 0.53 -2.63 0.099
H 2.90 1.26 -1.19 0.058
H 4.15 2.01 -2.03 0.090
H -1.29 2.36 -0.68 0.053
H -1.67 1.99 -2.36 0.090
H -1.92 3.57 -1.68 0.090
```

Calculated values
Maximum force ... 5.6 eV/A
Charge ... -1
Kohn-Sham gap ... 5.7 eV
Multiplicity ... 1
HOMO ... -3.83 eV
LUMO ... 1.90 eV
DFT total energy ... -90785.6509 eV